# 1
Density functional theory data (the ωB97M-V functional and the def2-TZVPD basis) for 6 unconnected molecules or ions with the total composition C26H44BrClNO12P.

Each line ends with the Löwdin charge.
Cartesian coordinates (Å):
C1 1.26 0.46 -4.85  -0.0815
O1 1.57 1.82 -4.59  -0.1505
C2 2.66 2.43 -5.25  -0.3438
C3 4.02 1.90 -4.79  -0.1164
C4 4.37 0.44 -5.18  -0.3097
C5 5.71 0.32 -5.87  -0.5966
Br1 5.83 -1.32 -6.93  0.6169
C6 2.48 2.58 -6.77  -0.2235
N1 2.94 1.44 -7.59  -0.2825
P1 2.30 1.26 -9.18  0.5028
O2 3.02 -0.14 -9.52  -0.3646
Cl1 0.37 0.70 -8.60  0.1872
H1 0.31 0.25 -4.37  0.0678
H2 2.00 -0.22 -4.41  0.0822
H3 1.17 0.25 -5.92  0.0481
H4 2.60 3.46 -4.88  0.1438
H5 4.05 2.00 -3.71  0.1198
H6 4.79 2.58 -5.18  0.1169
H7 3.60 0.04 -5.83  0.0537
H8 4.37 -0.16 -4.27  0.0780
H9 6.54 0.26 -5.17  0.0620
H10 5.91 1.12 -6.57  0.0466
H11 1.43 2.76 -6.97  0.0936
H12 3.03 3.49 -7.05  0.1174
H13 3.95 1.50 -7.73  0.0654
H14 3.21 -0.68 -8.73  0.0327
O3 -0.74 -1.33 -2.53  0.1073
C7 -1.38 -0.49 -1.97  -0.4890
C8 -1.20 1.02 -2.01  -0.0810
C9 -2.00 1.50 -0.81  -0.1414
C10 -3.06 0.41 -0.68  -0.1421
O4 -2.43 -0.79 -1.16  0.0205
H15 -1.62 1.38 -2.96  0.1341
H16 -0.14 1.27 -1.99  0.1245
H17 -2.44 2.49 -0.92  0.1164
H18 -1.38 1.50 0.09  0.1195
H19 -3.93 0.61 -1.31  0.1280
H20 -3.37 0.23 0.35  0.0924
O5 -3.68 0.46 2.61  0.0837
C11 -3.09 -0.46 3.11  -0.4893
C12 -3.59 -1.86 3.39  -0.0701
C13 -2.56 -2.40 4.38  -0.1389
C14 -1.31 -1.62 3.99  -0.1276
O6 -1.80 -0.35 3.49  0.0382
H21 -3.59 -2.40 2.44  0.1337
H22 -4.61 -1.82 3.76  0.1200
H23 -2.42 -3.48 4.32  0.1167
H24 -2.85 -2.15 5.40  0.1196
H25 -0.76 -2.10 3.18  0.1318
H26 -0.65 -1.41 4.82  0.0899
O7 1.41 -1.24 6.02  0.1169
C15 1.06 -0.44 6.83  -0.4824
C16 1.89 0.34 7.83  -0.0737
C17 0.86 0.85 8.82  -0.1480
C18 -0.39 0.95 7.95  -0.1428
O8 -0.24 -0.10 6.97  0.0096
H27 2.38 1.14 7.28  0.1337
H28 2.66 -0.30 8.25  0.1263
H29 1.11 1.80 9.28  0.1156
H30 0.70 0.12 9.61  0.1183
H31 -0.45 1.90 7.41  0.1289
H32 -1.33 0.78 8.47  0.1267
O9 -6.48 1.78 6.69  0.1185
C19 -6.91 1.49 5.62  -0.4844
C20 -6.29 1.71 4.25  -0.0779
C21 -7.46 1.50 3.30  -0.1456
C22 -8.32 0.52 4.09  -0.1572
O10 -8.10 0.84 5.47  0.0174
H33 -5.51 0.97 4.10  0.1025
H34 -5.83 2.70 4.21  0.1306
H35 -7.17 1.11 2.33  0.1147
H36 -8.00 2.44 3.15  0.1171
H37 -8.02 -0.51 3.92  0.1228
H38 -9.39 0.61 3.90  0.1225
O11 4.64 -0.73 -2.08  0.1083
C23 4.48 -1.85 -1.70  -0.4785
C24 3.19 -2.64 -1.64  -0.0725
C25 3.54 -3.80 -0.72  -0.1485
C26 5.04 -3.94 -0.95  -0.1514
O12 5.50 -2.61 -1.25  0.0261
H39 2.96 -2.98 -2.66  0.1357
H40 2.37 -2.01 -1.31  0.1249
H41 3.00 -4.72 -0.93  0.1154
H42 3.35 -3.52 0.32  0.1180
H43 5.26 -4.58 -1.81  0.1262
H44 5.60 -4.29 -0.09  0.1235

Computed properties:
- 2S+1: 1
- LUMO energy: 0.439 eV
- Charge: 0
- Structure (SMILES): CO[C@@H](CCCBr)CNP(O)Cl.O=C1CCCO1.O=C1CCCO1.O=C1CCCO1.O=C1CCCO1.O=C1CCCO1


# 2
Density functional theory data (the ωB97M-V functional and the def2-TZVPD basis) for a molecular structure, C26H44BrCrNOP2.

Each line ends with the Löwdin spin population.
Cartesian coordinates (Å):
N1 2.05 3.79 -4.57  0.0194
C1 2.86 3.72 -3.50  -0.0031
C2 2.84 2.67 -2.57  0.0187
C3 1.92 1.61 -2.72  0.0084
C4 1.10 1.67 -3.87  0.0168
C5 1.20 2.76 -4.74  -0.0033
C6 1.89 0.49 -1.77  0.0678
Cr1 0.49 0.68 -0.04  3.6581
P1 0.08 -0.96 1.67  -0.0016
C7 0.96 -0.58 -1.84  0.0331
C8 1.28 -1.97 -1.49  0.0101
C9 0.46 -3.02 -1.96  0.0068
C10 0.70 -4.36 -1.62  0.0000
C11 1.79 -4.67 -0.80  0.0061
C12 2.67 -3.66 -0.36  0.0006
C13 2.41 -2.34 -0.71  0.0056
Br1 2.11 -6.48 -0.28  0.0027
H1 2.86 0.29 -1.30  0.0094
H2 0.14 -0.49 -2.56  0.0086
H3 3.55 2.67 -1.73  0.0006
H4 0.40 0.87 -4.10  0.0006
H5 3.57 4.55 -3.37  -0.0005
H6 0.56 2.81 -5.63  -0.0004
H7 -0.41 -2.78 -2.59  0.0003
H8 3.09 -1.55 -0.36  0.0007
H9 0.04 -5.15 -1.98  -0.0001
H10 3.53 -3.92 0.25  -0.0001
P2 -1.64 1.69 -0.65  0.0181
C14 1.66 -1.40 2.58  -0.0030
C15 1.80 -2.76 3.28  -0.0018
H11 1.84 -0.57 3.28  0.0002
H12 2.44 -1.31 1.80  -0.0003
H13 2.81 -2.86 3.71  -0.0003
H14 1.08 -2.87 4.11  0.0000
H15 1.65 -3.59 2.58  0.0000
C16 -0.64 -2.62 1.17  -0.0028
C17 -1.42 -3.46 2.18  -0.0017
H16 0.21 -3.19 0.77  0.0000
H17 -1.28 -2.40 0.30  0.0001
H18 -1.79 -4.38 1.68  -0.0003
H19 -0.80 -3.78 3.03  0.0000
H20 -2.30 -2.93 2.57  0.0000
C18 -1.08 -0.39 3.03  0.0120
C19 -0.94 -0.94 4.46  0.0021
H21 -2.10 -0.57 2.64  0.0002
H22 -0.98 0.71 3.05  0.0018
H23 -1.68 -0.45 5.12  0.0004
H24 -1.10 -2.02 4.51  0.0001
H25 0.06 -0.72 4.87  0.0001
C20 -2.45 3.04 0.39  -0.0049
C21 -2.59 2.72 1.88  0.0011
H26 -3.43 3.28 -0.06  -0.0015
H27 -1.82 3.94 0.27  0.0001
H28 -3.03 3.57 2.43  0.0000
H29 -3.23 1.84 2.05  0.0000
H30 -1.60 2.50 2.32  0.0009
C22 -3.06 0.46 -0.67  0.0160
C23 -2.80 -0.72 -1.61  0.0040
H31 -4.00 0.99 -0.94  0.0013
H32 -3.17 0.10 0.36  0.0002
H33 -3.61 -1.47 -1.54  0.0002
H34 -2.74 -0.40 -2.67  0.0001
H35 -1.85 -1.21 -1.35  0.0028
C24 -1.89 2.50 -2.32  0.0030
C25 -1.10 3.81 -2.48  0.0000
H36 -2.97 2.66 -2.49  -0.0002
H37 -1.54 1.76 -3.07  0.0001
H38 -1.14 4.16 -3.52  0.0001
H39 -1.51 4.61 -1.84  0.0000
H40 -0.04 3.66 -2.21  0.0000
C26 1.34 2.23 2.16  0.0144
O1 1.80 1.36 1.17  0.0590
H41 1.05 1.68 3.07  0.0005
H42 0.51 2.84 1.74  0.0043
H43 2.14 2.96 2.42  0.0009
H44 2.78 1.33 1.01  0.0075

Computed properties:
- 2S+1: 5
- LUMO energy (alpha / beta): -7.693 / -7.711 eV
- Charge: +2


# 3
Density functional theory data (the ωB97M-V functional and the def2-TZVPD basis) for a molecular structure, C26H44BrNOP2V.

Each line ends with the Löwdin spin population.
Cartesian coordinates (Å):
N1 5.21 4.91 -2.74  -0.0001
C1 5.35 4.30 -1.57  0.0000
C2 4.54 3.21 -1.19  0.0000
C3 3.53 2.77 -2.06  -0.0001
C4 3.42 3.43 -3.31  0.0000
C5 4.26 4.52 -3.59  0.0000
C6 2.69 1.58 -1.78  0.0010
V1 0.76 0.65 -1.34  0.0024
P1 -1.89 -2.13 -1.65  0.5857
C7 2.10 0.85 -2.86  -0.0003
C8 2.14 -0.63 -2.93  0.0010
C9 1.61 -1.24 -4.10  0.0010
C10 1.95 -2.54 -4.41  0.0013
C11 2.80 -3.33 -3.59  0.0009
C12 3.24 -2.75 -2.37  0.0004
C13 2.92 -1.42 -2.04  0.0006
Br1 3.08 -5.10 -3.94  0.0002
H1 2.97 1.10 -0.82  0.0001
H2 1.83 1.36 -3.82  0.0000
H3 4.71 2.72 -0.24  0.0000
H4 2.71 3.13 -4.08  0.0000
H5 6.12 4.65 -0.89  0.0000
H6 4.14 5.05 -4.53  0.0000
H7 1.02 -0.63 -4.79  0.0003
H8 3.31 -0.98 -1.10  0.0000
H9 1.55 -2.95 -5.34  0.0000
H10 3.84 -3.33 -1.70  0.0000
P2 -0.84 2.36 -1.59  0.0002
C14 -0.29 -2.94 -1.51  0.0776
C15 -0.36 -4.39 -2.02  0.0256
H11 -0.03 -2.91 -0.44  0.0011
H12 0.44 -2.35 -2.10  0.0125
H13 0.47 -4.97 -1.61  0.0012
H14 -1.30 -4.87 -1.73  0.0053
H15 -0.28 -4.44 -3.11  0.0001
C16 -2.02 -1.26 -3.22  0.0914
C17 -2.82 -2.03 -4.28  0.0235
H16 -0.97 -1.11 -3.54  0.0129
H17 -2.51 -0.29 -3.02  0.0038
H18 -2.79 -1.49 -5.24  0.0004
H19 -2.43 -3.04 -4.46  0.0011
H20 -3.88 -2.12 -4.00  0.0013
C18 -2.34 -1.23 -0.17  0.0963
C19 -3.30 -1.99 0.76  0.0237
H21 -2.83 -0.30 -0.52  0.0028
H22 -1.39 -0.97 0.32  0.0155
H23 -3.66 -1.32 1.55  0.0004
H24 -4.18 -2.36 0.22  0.0027
H25 -2.81 -2.84 1.24  0.0004
C20 -2.18 2.20 -0.34  0.0008
C21 -3.05 3.42 -0.04  0.0001
H26 -1.68 1.86 0.59  0.0002
H27 -2.83 1.38 -0.67  0.0005
H28 -2.50 4.25 0.41  0.0000
H29 -3.58 3.78 -0.93  0.0000
H30 -3.81 3.11 0.69  0.0000
C22 -1.61 2.15 -3.27  0.0012
C23 -1.17 3.16 -4.32  0.0000
H31 -2.71 2.12 -3.15  0.0001
H32 -1.29 1.15 -3.62  0.0008
H33 -1.43 4.19 -4.06  0.0000
H34 -0.09 3.10 -4.47  0.0000
H35 -1.65 2.92 -5.27  0.0000
C24 -0.26 4.08 -1.40  0.0005
C25 0.95 4.22 -0.47  0.0002
H36 -1.11 4.67 -1.01  0.0000
H37 -0.02 4.46 -2.40  0.0000
H38 1.50 5.14 -0.71  0.0000
H39 0.67 4.24 0.60  0.0000
H40 1.66 3.39 -0.60  0.0001
C26 0.50 0.60 2.62  0.0001
O1 0.86 0.12 1.33  0.0010
H41 1.36 1.01 3.16  0.0000
H42 0.07 -0.21 3.23  0.0000
H43 -0.26 1.37 2.48  0.0000
H44 1.54 -0.59 1.47  0.0000

Computed properties:
- 2S+1: 2
- LUMO energy (alpha / beta): -14.803 / -14.794 eV
- Charge: +4


no.,total energy (eV)
1,-145592.1949
2,-148240.0403
3,-145472.9509